Entry 1:
Molecular formula: C17H27N3ORuS4
Method: DFT, ωB97M-V/def2-TZVPD

XYZ file:
```
53
Properties=species:S:1:pos:R:3
Ru 0.0752 -0.4713 0.2762
S -0.1990 0.3330 2.6807
S -1.4291 -2.1432 1.1140
S 1.7118 -2.1710 0.9663
S 1.9762 1.0450 0.7099
O -1.4735 0.6999 -0.3797
N 0.4248 -1.2204 -1.6481
N -3.2009 1.5244 -1.5856
N 2.6194 -3.2805 -6.0790
C -4.0346 1.4244 -2.8079
C -2.5237 -1.0759 2.1048
C -2.2197 0.6926 -1.4147
C 0.7209 -3.0518 -3.1515
C 0.9664 -2.7095 2.5339
C -0.2402 2.0586 2.1094
C 0.1955 -2.4963 -2.0052
C 2.9576 0.1206 1.9447
C 2.1328 -2.8247 -5.1448
C 1.2099 2.3663 1.7399
C 3.2217 -1.2700 1.4152
C -0.4313 -3.2188 2.2117
C -1.8485 -0.2477 3.1824
C 1.7605 -0.9396 -3.6143
C 1.5348 -2.2689 -3.9678
C 1.1857 -0.4577 -2.4586
C -3.4868 2.5601 -0.5862
H 1.2589 3.2901 1.1653
H -0.8913 2.1192 1.2408
H -4.5254 0.4549 -2.8505
H -1.0090 -3.4233 3.1138
H 1.8585 2.4743 2.6091
H -0.5932 2.7380 2.8852
H 0.5029 -4.0795 -3.4066
H 1.3215 0.5774 -2.1710
H -4.2224 3.2454 -0.9921
H -2.0494 -0.0302 -2.2155
H 3.8975 0.6602 2.0739
H -4.7917 2.1995 -2.7720
H 0.9792 -1.8952 3.2557
H -0.4435 -3.0821 -1.3579
H -3.4212 1.5724 -3.6938
H -2.4703 0.5992 3.4734
H 3.7939 -1.2420 0.4861
H -3.3215 -1.7004 2.5096
H 3.7934 -1.8686 2.1259
H 2.4270 0.1171 2.8951
H -0.3742 -4.1509 1.6481
H 2.3691 -0.2933 -4.2313
H -1.6634 -0.8336 4.0831
H -3.8870 2.1112 0.3230
H -2.9554 -0.4340 1.3370
H -2.5786 3.1129 -0.3540
H 1.5600 -3.5337 2.9330
```

The electronic energy is -2590.1896 hartree. The molar mass comes out at 518.76 g mol⁻¹. The charge is +3. Its energy relative to the best compared isomer or geometry (same formula, charge and spin) is 0.00 kJ/mol. Its spin multiplicity is 2. The HOMO energy (spin up / spin down) is -18.572 / -18.504 eV. The gap between HOMO and LUMO (spin up / spin down) comes out at 8.4 / 7.0 eV.

***

Entry 2:
Molecular formula: C17H27N3S2
Method: DFT, ωB97M-V/def2-TZVPD

XYZ file:
```
49
Properties=species:S:1:pos:R:3
S 1.0989 3.3998 6.3857
S -0.4735 -2.1931 2.4573
N 1.1550 -1.1106 0.4993
N 0.7414 0.3720 2.2253
N -0.6660 -1.2703 -3.3423
C 0.0699 -1.1894 -2.2566
C 0.5675 1.4925 4.3751
C -0.0671 -2.1964 -1.3919
C 0.8944 -2.2474 -0.1625
C 2.5407 3.2916 5.8577
C 0.1415 -0.0585 -1.4734
C 1.0741 0.1065 -0.4166
C -0.0511 0.7956 3.3819
C -1.3254 0.4710 3.7848
C -1.8832 1.0292 4.8711
C -2.2332 -0.6927 -2.9690
C -1.3663 2.1307 5.6908
C 0.2973 -0.9958 1.6739
C -0.2395 -1.0333 -4.7889
C 0.0536 0.4876 -5.0490
C -1.0182 -1.5287 -5.8514
C 0.0530 2.3200 5.3817
H -1.3626 -2.8546 -5.4273
H -1.6621 2.2472 6.5445
H 3.2036 3.8754 6.5676
H 1.4599 0.7364 1.9149
H 0.7642 -1.5626 -4.7186
H -2.5874 -1.0628 -2.0867
H 0.5652 0.9663 -4.4039
H -1.9328 0.1473 -2.9770
H 2.1802 -0.2009 -0.7154
H -1.0434 -2.3678 -0.8853
H 1.7516 1.7573 4.1378
H 2.0137 -2.3628 -0.6578
H 2.9857 2.2092 5.7786
H 2.6901 3.5749 4.8054
H -0.5963 -1.6883 -6.7649
H -0.9654 1.1190 -5.0764
H 0.3666 1.0518 -2.2729
H -2.8548 -1.1118 -3.8312
H 1.3416 0.9426 0.1593
H 0.9510 -1.3026 -2.5848
H -2.0974 -1.0415 -5.9032
H -0.5531 0.2280 -1.0417
H 0.7895 -3.0531 0.5924
H -0.1281 -3.2064 -1.8149
H -3.0148 0.9725 4.8850
H -1.9870 -0.0568 2.9658
H 0.3587 0.6637 -6.0725
```

The electronic energy is -1623.9863 hartree. The molar mass comes out at 337.56 g mol⁻¹. The charge is 0. The HOMO energy is -7.810 eV. The gap between HOMO and LUMO comes out at 8.1 eV.

***

Entry 3:
Molecular formula: C17H27NO2
Method: DFT, ωB97M-V/def2-TZVPD

XYZ file:
```
47
Properties=species:S:1:pos:R:3
O -3.4384 0.5365 -0.0151
O 0.4249 -2.2869 0.7860
N 0.6495 -0.4411 -0.4940
C -1.3572 0.8094 -1.1406
C -5.9183 -1.0733 0.1078
C 3.5378 -1.5396 0.2570
C -7.0405 -0.5381 -0.7739
C -4.6186 1.0731 0.5359
C 3.7323 2.0543 -0.9661
C -0.5173 0.2474 0.0042
C -5.4350 -0.0611 1.1470
C 4.8824 -2.0952 -0.2141
C 3.1535 0.6851 1.3615
C 3.5122 -0.0316 0.2267
C -2.6122 1.4982 -0.6167
C 1.0543 -1.6438 -0.0263
C 3.0817 2.0669 1.3358
C 2.3860 -2.1080 -0.5953
C 3.3698 2.7564 0.1708
C 3.8007 0.6726 -0.9380
H 3.3734 -1.8654 1.2894
H 3.9615 2.5847 -1.8793
H -6.7064 0.3130 -1.3617
H -3.1468 1.9911 -1.4464
H -6.2875 0.3676 1.6776
H -2.3395 2.2770 0.1155
H -6.2747 -1.9635 0.6303
H 2.4918 -1.7910 -1.6337
H -7.3794 -1.3097 -1.4614
H -4.7986 -0.5726 1.8704
H 2.7994 2.6067 2.2279
H 2.9205 0.1530 2.2725
H -5.1942 1.5958 -0.2440
H -5.0676 -1.3642 -0.5091
H -4.3649 1.8133 1.3130
H -1.6559 -0.0063 -1.7998
H 5.0563 -1.8680 -1.2630
H -0.7702 1.5300 -1.7147
H -1.1010 -0.4783 0.5734
H 4.0821 0.1403 -1.8355
H 3.3139 3.8347 0.1480
H 1.2650 0.0842 -1.0956
H -7.8874 -0.2247 -0.1664
H 4.9053 -3.1754 -0.0911
H 5.6916 -1.6629 0.3703
H 2.4142 -3.1971 -0.5499
H -0.2118 1.0618 0.6744
```

The electronic energy is -869.2293 hartree. The molar mass comes out at 277.41 g mol⁻¹. The charge is 0. Its energy relative to the best compared isomer or geometry (same formula, charge and spin) is 26.73 kJ/mol. As for the SMILES: CCCCOCCCNC(=O)C[C@@H](C)c1ccccc1. The HOMO energy is -9.053 eV. The gap between HOMO and LUMO comes out at 9.8 eV.

***

Entry 4:
Molecular formula: C17H27NO2S
Method: DFT, ωB97M-V/def2-TZVPD

XYZ file:
```
48
Properties=species:S:1:pos:R:3
S 0.5687 -0.8005 -5.0989
O -0.0113 -4.1348 -0.4153
O 0.9959 -3.0967 -2.7532
N 0.1498 -0.6683 0.7184
C -1.6861 1.5794 0.6514
C -0.1443 0.0129 1.9704
C 0.2694 -2.1080 0.7895
C -0.4898 1.4663 1.6240
C -2.6205 2.5704 1.3519
C 2.5086 0.7939 -4.5972
C 1.2923 0.7553 -5.1963
C 1.9357 -1.4194 -4.2341
C -1.6215 3.5066 2.0305
C 0.9980 -0.0595 2.9919
C 0.0822 -2.7413 -0.5932
C 2.8741 -0.4523 -4.0402
C -0.9168 2.3797 2.7884
C 1.2358 -2.4066 -1.5428
C -3.2570 1.8656 2.5552
C 1.9531 -2.8366 -3.7577
C -2.0917 1.7702 3.5599
H 2.9635 -3.0785 -3.3922
H -0.0882 2.6842 3.4266
H -0.8459 -2.3527 -1.0401
H 0.9812 -0.2639 0.3002
H 1.2267 -2.4642 1.2029
H -2.2945 2.3673 4.4504
H 1.8830 0.4429 2.6043
H 3.8022 -0.6247 -3.5237
H 3.1250 1.6735 -4.5485
H 0.7686 1.5479 -5.6926
H 1.2775 -1.3242 -1.7163
H -2.1549 0.6110 0.4901
H 1.2513 -1.0958 3.2039
H -3.3447 3.0368 0.6853
H -2.0928 4.2336 2.6900
H -1.0258 -0.4872 2.3843
H 0.7085 0.4181 3.9234
H 0.0459 -4.5327 -1.2931
H -4.0797 2.4559 2.9603
H 0.4022 1.9047 1.1628
H -0.5305 -2.4917 1.4271
H -1.3686 1.9605 -0.3188
H -3.6486 0.8865 2.2826
H 2.1923 -2.7382 -1.1090
H 1.6945 -3.5190 -4.5728
H -0.9725 4.0230 1.3252
H -1.9002 0.7505 3.8854
```

The electronic energy is -1267.3769 hartree. The molar mass comes out at 309.47 g mol⁻¹. The charge is 0. Its energy relative to the best compared isomer or geometry (same formula, charge and spin) is 4.68 kJ/mol. As for the SMILES: C[C@H](NC[C@H](O)COCc1cccs1)[C@H]1C[C@H]2CC[C@@H]1C2. The HOMO energy is -8.758 eV. The gap between HOMO and LUMO comes out at 9.4 eV.

***

Repeat the first record exactly.
Molecular formula: C17H27N3ORuS4
Method: DFT, ωB97M-V/def2-TZVPD

XYZ file:
```
53
Properties=species:S:1:pos:R:3
Ru 0.0752 -0.4713 0.2762
S -0.1990 0.3330 2.6807
S -1.4291 -2.1432 1.1140
S 1.7118 -2.1710 0.9663
S 1.9762 1.0450 0.7099
O -1.4735 0.6999 -0.3797
N 0.4248 -1.2204 -1.6481
N -3.2009 1.5244 -1.5856
N 2.6194 -3.2805 -6.0790
C -4.0346 1.4244 -2.8079
C -2.5237 -1.0759 2.1048
C -2.2197 0.6926 -1.4147
C 0.7209 -3.0518 -3.1515
C 0.9664 -2.7095 2.5339
C -0.2402 2.0586 2.1094
C 0.1955 -2.4963 -2.0052
C 2.9576 0.1206 1.9447
C 2.1328 -2.8247 -5.1448
C 1.2099 2.3663 1.7399
C 3.2217 -1.2700 1.4152
C -0.4313 -3.2188 2.2117
C -1.8485 -0.2477 3.1824
C 1.7605 -0.9396 -3.6143
C 1.5348 -2.2689 -3.9678
C 1.1857 -0.4577 -2.4586
C -3.4868 2.5601 -0.5862
H 1.2589 3.2901 1.1653
H -0.8913 2.1192 1.2408
H -4.5254 0.4549 -2.8505
H -1.0090 -3.4233 3.1138
H 1.8585 2.4743 2.6091
H -0.5932 2.7380 2.8852
H 0.5029 -4.0795 -3.4066
H 1.3215 0.5774 -2.1710
H -4.2224 3.2454 -0.9921
H -2.0494 -0.0302 -2.2155
H 3.8975 0.6602 2.0739
H -4.7917 2.1995 -2.7720
H 0.9792 -1.8952 3.2557
H -0.4435 -3.0821 -1.3579
H -3.4212 1.5724 -3.6938
H -2.4703 0.5992 3.4734
H 3.7939 -1.2420 0.4861
H -3.3215 -1.7004 2.5096
H 3.7934 -1.8686 2.1259
H 2.4270 0.1171 2.8951
H -0.3742 -4.1509 1.6481
H 2.3691 -0.2933 -4.2313
H -1.6634 -0.8336 4.0831
H -3.8870 2.1112 0.3230
H -2.9554 -0.4340 1.3370
H -2.5786 3.1129 -0.3540
H 1.5600 -3.5337 2.9330
```

The electronic energy is -2590.1896 hartree. The molar mass comes out at 518.76 g mol⁻¹. The charge is +3. Its energy relative to the best compared isomer or geometry (same formula, charge and spin) is 0.00 kJ/mol. Its spin multiplicity is 2. The HOMO energy (spin up / spin down) is -18.572 / -18.504 eV. The gap between HOMO and LUMO (spin up / spin down) comes out at 8.4 / 7.0 eV.